Density functional theory data (wB97M-V/def2-TZVPD) for an isolated molecule of C8H10BrN3O.

Bonds (Å) are listed after each position.
Element x y z (Å)
1 N -0.42735 2.84114 3.26000  N2 1.409, H14 1.022, H15 1.021
2 N -0.00421 1.89042 2.30990  N1 1.409, C3 1.348, H16 1.010
3 C 0.41222 0.65892 2.66575  N2 1.348, O4 1.214, C5 1.526
4 O 0.57302 0.32884 3.82252  C3 1.214
5 C 0.67886 -0.26270 1.47928  C3 1.526, N6 1.444, H17 1.099, H18 1.094
6 N -0.31337 -0.07276 0.44685  C5 1.444, C7 1.380, H19 1.011
7 C -0.18139 -0.57828 -0.83019  N6 1.380, C8 1.397, C13 1.399
8 C 1.03748 -0.99796 -1.36780  C7 1.397, C9 1.382, H20 1.078
9 C 1.11565 -1.41901 -2.68185  C8 1.382, C10 1.384, H21 1.079
10 C -0.00210 -1.44024 -3.49738  C9 1.384, C11 1.384, H22 1.078
11 C -1.20825 -1.02843 -2.95756  C10 1.384, Br12 1.909, C13 1.378
12 Br -2.77610 -1.05032 -4.04614  C11 1.909
13 C -1.31456 -0.60485 -1.65019  C7 1.399, C11 1.378, H23 1.080
14 H 0.33889 3.48557 3.46388  N1 1.022
15 H -0.62096 2.32787 4.12146  N1 1.021
16 H -0.21434 2.11562 1.34805  N2 1.010
17 H 0.72112 -1.29459 1.85571  C5 1.099
18 H 1.66512 -0.00265 1.08376  C5 1.094
19 H -1.26379 -0.08647 0.79219  N6 1.011
20 H 1.92901 -1.00498 -0.76220  C8 1.078
21 H 2.06614 -1.74197 -3.07872  C9 1.079
22 H 0.05919 -1.77115 -4.52131  C10 1.078
23 H -2.27027 -0.29199 -1.25602  C13 1.080

Properties
Kohn-Sham gap: 0.3356 hartree
SMILES: NNC(=O)CNc1cccc(Br)c1
HOMO: -8.46 eV

Here are the Mulliken charges for atoms 1 to 2, given in e: N -0.786; N 0.032